No. 1
ORCA calculation (the ωB97M-V functional and the def2-TZVPD basis) on a structure of composition C31H25N3NdO2P at a distorted geometry.

Its energy relative to the best compared isomer or geometry (same formula, charge and spin) is 0.000 eV. The HOMO-LUMO gap (spin up / spin down) comes out at 5.60 / 5.77 eV. The lowest unoccupied orbital energy (spin up / spin down) comes out at -7.45 / -7.27 eV.

Structure (ORCA input):
```
! RIJCOSX wB97M-V def2-TZVPD def2/J DEFGRID3
* xyz 2 4
Nd -0.0431 2.0308 0.8625
O -3.5242 2.4036 4.2687
C -4.5995 2.2861 3.4443
C -5.8513 1.9007 4.0265
C -6.9774 1.7964 3.2308
C -6.8967 1.9508 1.8868
C -5.6242 2.1588 1.2598
C -4.4503 2.4137 2.0386
C -3.0989 2.6344 1.4001
O -1.9531 2.5835 1.9919
N -3.1301 2.7379 0.0660
N -1.8864 2.6431 -0.4295
C -1.6340 2.7734 -1.7141
C -0.3933 2.4978 -2.4121
C -0.3840 2.5293 -3.8571
C 0.8679 2.6493 -4.4873
C 2.0456 2.3892 -3.7072
C 1.9182 2.2781 -2.3474
N 0.7082 2.4004 -1.6565
H -3.8121 2.4125 5.1840
H -6.0737 1.8623 5.1296
H -7.8866 1.7413 3.7678
H -7.8177 1.8990 1.2928
H -5.6133 2.2557 0.1633
H -2.4648 3.0676 -2.3830
H -1.3161 2.5910 -4.4194
H 0.9968 2.7631 -5.6143
H 2.9764 2.3964 -4.2279
H 2.7381 1.9861 -1.6654
C 5.4791 -3.3794 2.0817
C 4.1628 -3.1593 2.4423
C 3.3825 -2.4059 1.5403
C 3.9352 -1.7327 0.4220
C 5.2544 -2.0784 0.0635
C 5.9832 -2.9486 0.8785
P 2.9463 -0.6382 -0.6388
C 1.3335 -0.2845 0.2977
C -0.0214 -0.4356 -0.1812
C -1.1628 -0.3451 0.6572
C -0.9276 -0.3090 2.0865
C 0.4045 -0.1936 2.5608
C 1.5181 0.0164 1.7106
C 2.2789 -1.9497 -1.7095
C 2.4479 -3.3760 -1.5129
C 1.8191 -4.2430 -2.4142
C 0.9605 -3.8338 -3.4545
C 1.0049 -2.4494 -3.7520
C 1.5567 -1.5292 -2.8691
H 6.0807 -3.9810 2.7404
H 3.8628 -3.4506 3.4664
H 2.2477 -2.4518 1.5337
H 5.6878 -1.7169 -0.8850
H 6.9586 -3.3861 0.5891
H -0.2148 -0.6522 -1.2241
H -2.1968 -0.4232 0.3736
H -1.7118 -0.4589 2.8256
H 0.6857 -0.2207 3.6497
H 2.4930 0.1333 2.1234
H 3.0529 -3.8741 -0.7211
H 1.8474 -5.3186 -2.1539
H 0.3445 -4.4880 -4.0728
H 0.4042 -1.9641 -4.5438
H 1.2818 -0.5044 -3.0024
*
```

Here are the Löwdin charges for atoms 1 to 5, given in e:
1. Nd 2.023
2. O 0.060
3. C -0.236
4. C 0.001
5. C -0.089

***

No. 2
ORCA calculation (the ωB97M-V functional and the def2-TZVPD basis) on a structure of composition C7H15O6Sn at a distorted geometry.

Its energy relative to the best compared isomer or geometry (same formula, charge and spin) is 0.000 eV. The HOMO-LUMO gap comes out at 8.33 eV. The lowest unoccupied orbital energy comes out at -4.43 eV.

Structure (ORCA input):
```
! RIJCOSX wB97M-V def2-TZVPD def2/J DEFGRID3
* xyz 1 1
Sn 1.2591 1.2578 -0.8080
O -1.3024 -1.5974 -3.2283
C -0.8208 -0.5791 -2.4738
O -0.9895 -0.6527 -1.2108
O -0.2672 0.4401 -2.9772
H -1.6991 -2.0501 -2.4523
C -2.4528 2.2454 -0.5833
O -1.2503 1.9591 0.1034
C -1.3589 1.6689 1.4725
C -0.8080 0.3162 1.8111
O 0.5815 0.3122 1.4381
C 1.2769 -0.9033 1.6494
C 2.6280 -0.8162 0.9790
O 2.5430 -0.5782 -0.4427
C 2.0856 -1.7192 -1.2249
H -2.2835 2.2966 -1.6589
H -2.9041 3.2075 -0.3262
H -3.1880 1.4515 -0.4357
H -2.3734 1.8545 1.8323
H -0.8512 2.4839 2.0004
H -1.4021 -0.4646 1.3254
H -0.9207 0.1255 2.8820
H 0.6530 -1.7615 1.3719
H 1.4390 -1.1385 2.7097
H 3.3946 -1.5627 1.1848
H 3.1039 0.0887 1.3742
H 1.1272 -2.1058 -0.8915
H 2.8825 -2.4583 -1.2026
H 1.8977 -1.3200 -2.2179
*
```

Here are the natural (NBO) charges for atoms 1 to 5, given in e:
1. Sn 1.627
2. O -0.653
3. C 0.949
4. O -0.842
5. O -0.774

***

No. 3
ORCA calculation (the ωB97M-V functional and the def2-TZVPD basis) on the molecule C17H19NO7 at a distorted geometry.

Its energy relative to the best compared isomer or geometry (same formula, charge and spin) is 3.062 eV. Its SMILES is CC1(C)O[C@H]2[C@@H]3NC(=O)c4c(cc5c(c4O)OCO5)[C@H]3C[C@H](O)[C@H]2O1. The HOMO-LUMO gap comes out at 8.63 eV. The lowest unoccupied orbital energy comes out at 0.53 eV.

Structure (ORCA input):
```
! RIJCOSX wB97M-V def2-TZVPD def2/J DEFGRID3
* xyz 0 1
O 2.6733 0.4321 -2.5431
O 1.3704 -0.5853 -4.7740
O -3.0748 -1.6808 -4.2362
O -1.2801 -1.3231 -5.6296
O 0.4220 0.8087 3.7063
O 1.9238 1.3946 2.3168
O -2.5566 0.1235 2.9653
C 1.5321 0.5486 -2.0563
C -2.0446 -0.6708 -2.2629
C -2.0623 -1.1624 -3.5889
C -0.9044 -1.1218 -4.3638
C 0.2984 -0.5441 -3.8727
C 0.2710 -0.0188 -2.5570
C -0.8943 -0.0466 -1.6756
N 1.5626 1.0841 -0.8216
C -2.5903 -1.7560 -5.6004
C 1.9985 -0.9406 3.3602
C 2.7636 1.1177 4.5478
C 1.8103 0.6131 3.4626
C -1.8999 -0.0091 0.7023
C -0.3882 1.1730 2.5938
C 0.7264 1.4626 1.5476
C 0.6237 0.5742 0.2508
C -1.3698 0.0220 2.1402
C -0.8943 0.5853 -0.2407
H 2.1754 -0.3085 -4.2579
H -2.3704 -0.2601 3.7731
H -3.0446 -0.7328 -1.9099
H 2.4464 1.3183 -0.4566
H -2.6322 -2.8472 -5.9359
H -3.0223 -1.0262 -6.2058
H 1.0321 -1.4471 3.5724
H 2.8139 -1.2332 4.0035
H 2.2732 -1.1870 2.3845
H 3.7789 0.6928 4.2279
H 2.5639 0.4787 5.3559
H 2.7257 2.1881 4.6981
H -2.7452 0.6222 0.4918
H -2.3251 -1.0180 0.5328
H -1.0148 1.9624 2.7408
H 0.5152 2.4668 1.1596
H 0.8588 -0.4540 0.5593
H -0.8053 -0.8956 2.3719
H -1.2403 1.6003 -0.4762
*
```

Here are the natural (NBO) charges for atoms 1 to 5, given in e:
1. O -0.662
2. O -0.670
3. O -0.463
4. O -0.464
5. O -0.558

***

No. 4
ORCA calculation (the ωB97M-V functional and the def2-TZVPD basis) on the molecule C6H4 at a distorted geometry.

Its energy relative to the best compared isomer or geometry (same formula, charge and spin) is 4.448 eV. The HOMO-LUMO gap comes out at 9.06 eV. The lowest unoccupied orbital energy comes out at -0.03 eV.

Structure (ORCA input):
```
! RIJCOSX wB97M-V def2-TZVPD def2/J DEFGRID3
* xyz 0 1
C -0.0182 1.6248 -0.3499
C 0.1780 1.8701 0.9186
C -0.0927 -0.4739 1.8180
C -0.0808 -0.7148 0.3820
C 0.0424 0.1459 -0.8004
C 0.0046 -1.7774 1.2212
H -0.0854 2.2679 -1.2425
H -0.7603 0.0176 -1.4708
H 0.9123 -0.1119 -1.5257
H -0.1000 -2.8484 1.0495
*
```

Here are the natural (NBO) charges for atoms 1 to 5, given in e:
1. C -0.615
2. C 0.236
3. C 0.000
4. C -0.003
5. C -0.462

***

No. 5
ORCA calculation (the ωB97M-V functional and the def2-TZVPD basis) on a structure of composition C5CoF15O15S5 at a distorted geometry.

The HOMO-LUMO gap (spin up / spin down) comes out at 8.47 / 4.18 eV. The lowest unoccupied orbital energy (spin up / spin down) comes out at 4.44 / 0.17 eV.

Structure (ORCA input):
```
! RIJCOSX wB97M-V def2-TZVPD def2/J DEFGRID3
* xyz -2 5
Co 0.4592 -0.7240 -0.4364
C -2.3109 2.6724 0.0344
F -1.6416 2.7169 -1.1088
F -2.5630 3.9115 0.5307
F -3.4561 2.0271 -0.0698
S -1.2624 1.7357 1.2851
O -0.4441 2.7991 1.8988
O -2.2334 1.0449 2.1660
O -0.3855 0.8289 0.5565
C 5.0907 -0.6315 0.5402
F 5.3861 -1.9353 0.6985
F 6.0438 0.0542 1.1354
F 5.0603 -0.3528 -0.7556
S 3.3195 -0.2542 1.3025
O 3.1917 -0.8159 2.6543
O 3.2369 1.2612 1.2775
O 2.3523 -0.8802 0.3686
C -3.8547 -0.7319 -2.5015
F -3.4928 0.5799 -2.6832
F -5.0999 -0.7074 -2.0933
F -3.7387 -1.4745 -3.5520
S -2.7276 -1.2901 -0.9911
O -1.3098 -1.0211 -1.2894
O -3.0952 -0.5950 0.2872
O -2.9324 -2.7193 -0.8116
C -1.1087 -4.2323 2.5987
F -2.3521 -4.3122 3.0938
F -0.2665 -4.7838 3.4379
F -1.1018 -4.8005 1.3835
S -0.5788 -2.3417 2.4124
O 0.3621 -2.1072 3.4987
O 0.0256 -2.0366 1.0950
O -1.8266 -1.5736 2.5399
C 1.3865 3.0292 -3.1150
F 1.9530 4.2362 -3.1667
F 0.0590 3.0343 -3.0853
F 1.7529 2.3453 -4.2061
S 1.9099 2.1578 -1.5068
O 1.3339 0.7991 -1.5041
O 3.4092 2.1119 -1.5728
O 1.4498 2.9756 -0.3462
*
```

Here are the natural (NBO) charges for atoms 1 to 5, given in e:
1. Co 1.659
2. C 0.754
3. F -0.287
4. F -0.321
5. F -0.289

***

No. 6
ORCA calculation (the ωB97M-V functional and the def2-TZVPD basis) on a cluster of 6 separate species, C22H46ClN7O5PS in total at a distorted geometry.

The HOMO-LUMO gap comes out at 6.36 eV. The lowest unoccupied orbital energy comes out at -4.50 eV.

Structure (ORCA input):
```
! RIJCOSX wB97M-V def2-TZVPD def2/J DEFGRID3
* xyz 1 1
S 0.3266 5.0862 -1.0640
P -1.3059 4.5342 -0.1918
C -2.0885 2.9788 -0.7676
C -3.4275 2.9268 -0.8713
C -4.0954 1.7660 -1.2922
N -3.4423 0.6837 -1.5796
N -2.1285 0.7770 -1.4749
C -1.3912 1.7936 -1.0981
C 0.0831 1.6927 -1.0383
C 0.6641 0.3031 -1.3373
C 0.6892 -0.5795 -0.0627
Cl 2.2910 -1.2981 0.1343
H -2.3038 5.4914 -0.4572
H -1.2461 4.4626 1.2140
H -4.0283 3.7981 -0.6211
H -5.1710 1.7773 -1.3546
H -1.6235 -0.0701 -1.7260
H 0.4502 2.3790 -1.8005
H 0.4579 2.0632 -0.0894
H 1.6803 0.4149 -1.6884
H 0.1348 -0.2234 -2.1336
H -0.0904 -1.3335 -0.0548
H 0.5333 0.0699 0.7940
C 2.5384 -4.6166 -4.0630
C 2.8592 -3.5297 -3.0683
O 2.3194 -2.4290 -3.1002
N 3.7825 -3.8113 -2.1148
C 4.5181 -5.0480 -1.9179
H 1.7921 -4.2554 -4.7606
H 3.4309 -4.8926 -4.6244
H 2.1410 -5.4959 -3.5573
H 3.9537 -3.0471 -1.4816
H 4.3048 -5.4452 -0.9243
H 5.5888 -4.8513 -1.9900
H 4.2457 -5.7900 -2.6596
C -1.2192 -5.3752 -5.1926
C -0.4821 -6.5358 -5.8220
O 0.7165 -6.7084 -5.6665
N -1.2087 -7.3968 -6.5797
C -2.6291 -7.3577 -6.8776
H -0.5138 -4.7796 -4.6212
H -1.6669 -4.7449 -5.9619
H -1.9971 -5.7374 -4.5194
H -0.6605 -8.1470 -6.9701
H -3.1026 -8.2739 -6.5217
H -2.7747 -7.2877 -7.9565
H -3.1073 -6.5083 -6.4030
C -6.7705 7.5000 -1.3228
C -5.6620 6.4847 -1.3933
O -5.6740 5.4434 -0.7393
N -4.6136 6.7352 -2.2107
C -4.3651 7.8765 -3.0777
H -7.5255 7.1477 -0.6273
H -6.3879 8.4576 -0.9691
H -7.2306 7.6303 -2.3026
H -3.9361 5.9914 -2.1809
H -4.2673 7.5359 -4.1087
H -3.4347 8.3626 -2.7828
H -5.1734 8.5963 -3.0189
C 3.1708 -0.1149 3.1670
C 3.4757 0.9794 4.1572
O 2.9258 2.0732 4.1049
N 4.3792 0.7144 5.1303
C 5.1187 -0.5128 5.3656
H 2.4323 0.2491 2.4633
H 4.0704 -0.3906 2.6161
H 2.7653 -0.9895 3.6776
H 4.5280 1.4886 5.7583
H 4.8774 -0.8986 6.3573
H 6.1892 -0.3071 5.3235
H 4.8747 -1.2670 4.6262
C 0.9305 -0.9612 8.7601
C 1.1208 -0.3556 7.3897
O 0.7427 -0.9179 6.3719
N 1.7370 0.8519 7.3164
C 2.2553 1.6670 8.3989
H 0.4289 -1.9177 8.6527
H 1.8942 -1.1238 9.2441
H 0.3154 -0.3115 9.3835
H 1.8307 1.1954 6.3705
H 1.7588 2.6383 8.3953
H 3.3263 1.8269 8.2577
H 2.0953 1.1934 9.3611
*
```

Here are the Löwdin charges for atoms 1 to 5, given in e:
1. S 0.208
2. P 0.402
3. C -0.290
4. C -0.014
5. C -0.040

***

No. 7
ORCA calculation (the ωB97M-V functional and the def2-TZVPD basis) on a cluster of 2 separate species, C2H5O2 in total at a distorted geometry.

Its energy relative to the best compared isomer or geometry (same formula, charge and spin) is 1.852 eV. The HOMO-LUMO gap (spin up / spin down) comes out at 10.22 / 7.25 eV. The lowest unoccupied orbital energy (spin up / spin down) comes out at 0.80 / -2.17 eV.

Structure (ORCA input):
```
! RIJCOSX wB97M-V def2-TZVPD def2/J DEFGRID3
* xyz 0 2
O -1.4821 0.6500 -2.0269
H -1.2126 0.8278 -2.9454
C -0.3380 -0.8018 0.4610
C 0.3278 0.2741 0.8783
O 1.5093 0.1930 1.5802
H -1.3112 -0.5726 0.0660
H 0.2162 -1.7276 0.4163
H 0.0697 1.2756 0.5631
H 2.2209 -0.1185 1.0075
*
```

Here are the natural (NBO) charges for atoms 1 to 5, given in e:
1. O -0.421
2. H 0.413
3. C -0.481
4. C 0.135
5. O -0.724

***

No. 8
ORCA calculation (the ωB97M-V functional and the def2-TZVPD basis) on a cluster of 2 separate species, C4H12 in total at a distorted geometry.

Its energy relative to the best compared isomer or geometry (same formula, charge and spin) is 1.415 eV. Its SMILES is CC.CC. The HOMO-LUMO gap comes out at 12.01 eV. The lowest unoccupied orbital energy comes out at 1.13 eV.

Structure (ORCA input):
```
! RIJCOSX wB97M-V def2-TZVPD def2/J DEFGRID3
* xyz 0 1
C -1.6524 -0.3198 1.4132
C -0.8630 0.9662 1.8128
H -2.6429 -0.1719 1.0010
H -1.1371 -0.8655 0.7425
H -1.8123 -0.8037 2.3464
H -0.0303 0.7440 2.4469
H -1.3122 1.7546 2.4677
H -0.4809 1.4909 0.8494
C 0.6634 -0.4153 -1.2196
C 1.7933 -0.3926 -2.1369
H 1.0473 -0.2579 -0.1849
H 0.1010 0.5981 -1.0918
H -0.0579 -1.2488 -1.3225
H 1.7017 0.2343 -2.8906
H 1.9998 -1.3145 -2.6783
H 2.6825 0.0020 -1.5553
*
```

Here are the natural (NBO) charges for atoms 1 to 5, given in e:
1. C -0.601
2. C -0.614
3. H 0.202
4. H 0.204
5. H 0.202